<i>
C2H6N2S | wB97M-V/def2-TZVPD

Geometry (Å):
C -2.013 -0.501 0.147
C 0.198 0.213 0.021
H -2.232 -1.541 0.160
H -2.646 0.072 -0.427
H -1.981 -0.109 1.117
H 0.206 0.752 0.950
H 1.625 -0.289 -1.401
H 3.314 0.392 0.721
N -0.696 -0.432 -0.503
N 1.456 0.251 -0.589
S 2.769 1.194 -0.197

Values from the calculation:
HOMO-LUMO gap	10.02	eV
HOMO energy	-9.08	eV
E_LUMO	0.9	eV
charge	0

Charges obtained by natural (NBO) population analysis, quoted in units of e: -0.4164 0.2662 0.2021 0.1984 0.1679 0.1456 0.3993 0.0799 -0.4574 -0.7833 0.1977


<ii>
C2H6N2S | wB97M-V/def2-TZVPD

Geometry (Å):
C -1.259 -1.936 -0.020
C 0.777 -0.285 -0.177
H -0.660 -2.361 0.816
H -2.358 -2.116 0.015
H -0.773 -2.178 -0.953
H 1.159 -1.209 -0.415
H 1.761 2.656 0.007
H 0.167 2.026 -0.229
N 1.616 0.716 -0.007
N 1.084 1.933 0.209
S -0.956 -0.127 0.033

Values from the calculation:
HOMO-LUMO gap	8.96	eV
HOMO energy	-8.09	eV
E_LUMO	0.9	eV
charge	0

Charges obtained by natural (NBO) population analysis, quoted in units of e: -0.7173 -0.1914 0.2253 0.2402 0.2187 0.1918 0.3755 0.3474 -0.2266 -0.6337 0.1702


Which of them is least stable? Easy: <ii>.


<i>
C12H19N2 | wB97M-V/def2-TZVPD

Geometry (Å):
C -2.433 1.088 -1.663
C -2.393 2.157 -0.866
C -1.509 0.120 -1.202
C -0.806 0.637 -0.178
C -1.488 -1.316 -1.702
C 2.607 -0.703 -0.278
C 1.782 0.410 0.296
C -0.837 -2.102 -0.555
C 1.522 -1.451 -1.065
C 0.347 -0.091 0.485
C 0.023 -0.094 2.045
C -0.748 2.948 0.976
N -1.280 1.920 0.060
N 0.403 -1.510 -0.090
H -3.286 0.915 -2.311
H -2.952 3.151 -0.865
H -2.561 -1.683 -1.714
H -0.917 -1.587 -2.527
H 3.478 -0.445 -0.743
H 3.047 -1.355 0.510
H 2.368 0.771 1.177
H 1.755 1.271 -0.318
H -1.393 -2.156 0.328
H -0.489 -3.045 -0.932
H 1.037 -0.921 -1.972
H 1.752 -2.471 -1.396
H -0.377 0.888 2.202
H 0.914 -0.369 2.569
H -0.923 -0.788 2.226
H -1.554 3.545 1.302
H -0.357 2.493 1.828
H -0.025 3.630 0.415
H 0.844 -2.063 0.666

Values from the calculation:
HOMO-LUMO gap	9.19	eV
HOMO energy	-11.80	eV
E_LUMO	-2.6	eV
charge	+1

Charges obtained by natural (NBO) population analysis, quoted in units of e: -0.2742 -0.0261 -0.1112 0.0881 -0.4189 -0.4203 -0.4467 -0.1953 -0.2251 0.1600 -0.6072 -0.3943 -0.3471 -0.3471 0.2372 0.2441 0.2559 0.2195 0.2579 0.2131 0.2435 0.2390 0.2222 0.2179 0.2360 0.2339 0.2316 0.2222 0.2223 0.2262 0.1964 0.2139 0.4329


<ii>
C12H19N2 | wB97M-V/def2-TZVPD

Geometry (Å):
C -2.143 -2.961 -0.948
C -2.586 -1.900 -0.130
C -0.846 -3.099 -1.429
C -1.617 -0.942 0.183
C 0.027 -2.068 -1.171
C -0.311 -0.970 -0.419
C -0.107 1.541 -1.351
C 2.398 1.030 1.161
C 0.999 -0.569 2.206
C 0.038 1.820 1.739
C 0.564 0.131 -0.239
C 0.976 0.617 1.157
N -1.100 1.203 -2.086
N 0.584 2.603 -1.676
H -2.898 -3.671 -1.247
H -3.586 -1.969 0.168
H -0.631 -3.815 -2.122
H -2.063 -0.179 0.768
H 1.091 -2.012 -1.652
H 2.660 1.963 0.627
H 2.660 1.050 2.251
H 3.041 0.291 0.714
H 0.027 -1.137 2.119
H 1.810 -1.363 2.037
H 1.264 -0.115 3.226
H 0.781 2.305 2.259
H -0.738 1.430 2.296
H -0.311 2.385 0.867
H 1.604 -0.067 -0.650
H -1.812 0.502 -2.184
H -1.257 1.843 -2.936
H 1.171 3.089 -1.002
H 0.308 3.035 -2.535

Values from the calculation:
HOMO-LUMO gap	9.10	eV
HOMO energy	-12.57	eV
E_LUMO	-3.5	eV
charge	+1

Charges obtained by natural (NBO) population analysis, quoted in units of e: -0.1644 -0.2008 -0.2140 -0.2314 -0.1674 -0.0770 0.5588 -0.6223 -0.6242 -0.5789 -0.1309 -0.0760 -0.7397 -0.7550 0.2215 0.2317 0.2288 0.2226 0.2188 0.1972 0.2334 0.2170 0.2269 0.2272 0.2336 0.2200 0.2218 0.1810 0.2464 0.4644 0.3887 0.4429 0.3991


Which of them is least stable? Easy: <ii>.


<i>
CClNO | wB97M-V/def2-TZVPD

Geometry (Å):
C 0.784 -0.017 0.099
N -0.403 -0.043 -0.060
O 1.910 0.011 -0.046
Cl -2.291 0.049 0.007

Values from the calculation:
HOMO-LUMO gap	8.69	eV
HOMO energy	-10.83	eV
E_LUMO	-2.1	eV
charge	0

Charges obtained by natural (NBO) population analysis, quoted in units of e: 0.8178 -0.5836 -0.5059 0.2717


<ii>
CClNO | wB97M-V/def2-TZVPD

Geometry (Å):
C -0.095 0.051 -0.065
N -0.409 -0.956 -0.744
O 0.172 -0.903 0.800
Cl 0.331 1.808 0.008

Values from the calculation:
HOMO-LUMO gap	10.26	eV
HOMO energy	-10.45	eV
E_LUMO	-0.2	eV
charge	0

Charges obtained by natural (NBO) population analysis, quoted in units of e: 0.4631 -0.1237 -0.3874 0.0479


Which of them is least stable? Easy: <ii>.


<i>
C3H15NO4 | wB97M-V/def2-TZVPD

Geometry (Å):
N -0.027 0.457 -1.040
C 2.659 -1.378 -0.107
C 2.556 1.158 0.324
C 2.197 -0.184 0.454
H 0.065 0.335 -2.054
H -0.954 0.964 -0.923
H 3.625 -1.312 -0.621
H 2.215 -2.334 0.189
H 2.231 1.785 1.148
H 3.505 1.433 -0.192
H 1.559 -0.333 1.352
H -2.853 0.604 -0.478
H -2.807 2.125 0.551
O -2.083 1.593 0.254
H -0.708 -0.703 1.423
H -1.310 0.713 1.573
O -0.617 0.109 1.961
H -1.823 -1.944 -0.365
H -0.462 -1.277 -0.493
O -0.894 -2.057 -0.131
H -3.845 -0.305 -1.356
H 0.784 0.951 -0.609
O -3.012 -0.400 -0.860

Values from the calculation:
HOMO-LUMO gap	3.68	eV
HOMO energy	-8.13	eV
E_LUMO	-4.5	eV
charge	0

Charges obtained by natural (NBO) population analysis, quoted in units of e: -0.9977 0.0124 -0.0974 -0.3512 0.3653 0.4695 0.2020 0.2497 0.2474 0.2167 0.2945 0.5031 0.4492 -1.2238 0.4793 0.5225 -1.0430 0.5144 0.4800 -1.0095 0.4516 0.3387 -1.0738


<ii>
C3H15NO4 | wB97M-V/def2-TZVPD

Geometry (Å):
C 0.013 0.302 -2.183
N -0.166 -0.249 -0.826
C -1.534 -0.581 -0.536
O -2.412 0.528 -0.489
C 1.424 0.861 -2.308
H -0.780 1.011 -2.400
H -0.027 -0.541 -2.875
H 0.217 0.370 -0.120
H -1.569 -1.160 0.391
H -2.018 -1.147 -1.333
H -2.175 1.163 0.204
H 1.667 1.176 -3.324
H 2.106 0.058 -2.021
H 1.655 1.735 -1.696
H 1.979 -0.214 3.337
H 1.488 -0.954 2.018
O 1.281 -0.238 2.659
H 0.132 1.081 2.262
H -0.823 2.352 2.355
O -0.652 1.535 1.885
H 1.191 -1.635 -0.126
H 0.892 -2.819 0.851
O 1.484 -2.085 0.685

Values from the calculation:
HOMO-LUMO gap	10.00	eV
HOMO energy	-9.33	eV
E_LUMO	0.7	eV
charge	0

Charges obtained by natural (NBO) population analysis, quoted in units of e: -0.2222 -0.6872 0.0931 -0.7519 -0.6175 0.1938 0.1835 0.3816 0.1589 0.1716 0.4883 0.2155 0.2035 0.2065 0.4798 0.5143 -1.0039 0.5138 0.4737 -1.0058 0.5098 0.4808 -0.9801


Which of them is least stable? Easy: <i>.


<i>
CH4IO2PS | wB97M-V/def2-TZVPD

Geometry (Å):
C 1.419 -1.877 0.214
O -1.689 2.099 1.258
O 0.991 -0.993 -0.466
P -0.305 1.190 -1.211
S -1.045 0.864 0.850
I -2.766 -0.762 0.192
H -0.804 2.495 -1.220
H 1.102 -2.033 1.258
H 2.167 -2.597 -0.152
H 0.930 1.613 -0.722

Values from the calculation:
HOMO-LUMO gap	8.41	eV
HOMO energy	-8.98	eV
E_LUMO	-0.6	eV
charge	0

Charges obtained by natural (NBO) population analysis, quoted in units of e: 0.3134 -0.9156 -0.5283 0.1879 0.8752 -0.1175 -0.0222 0.1140 0.1145 -0.0215


<ii>
CH4IO2PS | wB97M-V/def2-TZVPD

Geometry (Å):
C -1.104 0.622 0.787
O -0.442 -1.323 -0.956
O 0.274 0.391 0.639
P 0.916 -0.416 -0.540
S 0.710 -2.501 -0.466
I 3.210 0.906 -0.099
H -1.515 -0.172 1.385
H -1.525 0.645 -0.202
H -1.310 1.572 1.286
H 0.785 0.276 -1.835

Values from the calculation:
HOMO-LUMO gap	7.84	eV
HOMO energy	-9.31	eV
E_LUMO	-1.5	eV
charge	0

Charges obtained by natural (NBO) population analysis, quoted in units of e: -0.2372 -0.9445 -0.8252 1.4178 0.2625 -0.2549 0.1949 0.1886 0.2009 -0.0029


Which of them is least stable? Easy: <i>.


<i>
C3H3Br2O2 | wB97M-V/def2-TZVPD

Geometry (Å):
C 2.410 -1.000 1.282
C 0.342 -0.033 0.159
C 1.178 -0.335 1.350
O 2.466 0.410 1.365
O 3.034 -1.884 1.803
Br 0.122 -0.062 2.986
Br 2.688 -1.691 -1.481
H 0.511 -0.713 -0.628
H -0.698 -0.084 0.444
H 0.723 0.867 -0.249

Values from the calculation:
HOMO-LUMO gap	7.24	eV
HOMO energy	-4.38	eV
E_LUMO	2.9	eV
charge	-1

Charges obtained by natural (NBO) population analysis, quoted in units of e: 0.7721 -0.6858 0.1253 -0.5010 -0.5451 -0.0419 -0.8525 0.2817 0.2079 0.2394


<ii>
C3H3Br2O2 | wB97M-V/def2-TZVPD

Geometry (Å):
C 1.215 0.533 0.824
C -0.410 -0.913 -0.809
C -0.176 0.400 -0.002
O 1.733 1.597 0.483
O 1.535 -0.408 1.522
Br -0.615 1.938 -0.919
Br -1.893 0.549 1.810
H -0.065 -1.711 -0.175
H -1.517 -1.165 -1.036
H 0.193 -0.820 -1.698

Values from the calculation:
HOMO-LUMO gap	8.04	eV
HOMO energy	-5.16	eV
E_LUMO	2.9	eV
charge	-1

Charges obtained by natural (NBO) population analysis, quoted in units of e: 0.7028 -0.7148 0.0103 -0.7165 -0.7064 0.1149 -0.3864 0.2443 0.2258 0.2261


Which of them is least stable? Easy: <i>.